<i>
Density functional theory data (wB97M-V/def2-TZVPD) for a structure of composition C33H27ClIN2O4PPt.

CARTESIAN COORDINATES (ANGSTROEM)
1 Pt 0.02125 -0.68742 -1.81214
2 I -2.36673 0.23068 -1.92586
3 C -3.35471 0.24966 -0.07203
4 C -4.71073 0.23422 -0.23657
5 C -5.56764 0.53238 0.83962
6 C -5.02387 0.90695 2.02786
7 C -3.62029 0.91047 2.22522
8 C -3.10776 1.31693 3.47829
9 C -1.76881 1.30005 3.71228
10 C -0.90291 0.78220 2.73382
11 C -1.34696 0.34557 1.50975
12 P -0.10528 -0.59271 0.53141
13 C 1.33222 -0.84000 1.63971
14 C 2.53181 -0.14942 1.50583
15 C 3.58840 -0.40883 2.36757
16 C 3.45357 -1.33926 3.38541
17 C 2.25452 -2.02083 3.53825
18 C 1.20530 -1.78026 2.66653
19 C -0.79914 -2.30664 0.58911
20 C -2.04389 -2.64802 1.10700
21 C -2.49585 -3.96293 1.05037
22 C -1.70632 -4.94982 0.48720
23 C -0.45166 -4.62412 -0.01473
24 C -0.00426 -3.31622 0.03346
25 C -2.73219 0.50154 1.18546
26 H -5.13564 0.02748 -1.21011
27 H -6.63887 0.50772 0.69474
28 H -5.65450 1.20361 2.85676
29 H -3.80641 1.64573 4.23786
30 H -1.36230 1.63769 4.65614
31 H 0.14936 0.72402 2.96527
32 H 2.63457 0.60584 0.74886
33 H 4.51794 0.13101 2.24239
34 H 4.27822 -1.53157 4.05984
35 H 2.13419 -2.74535 4.33329
36 H 0.28079 -2.32772 2.79372
37 H -2.66973 -1.90057 1.57373
38 H -3.46950 -4.20908 1.45452
39 H -2.06081 -5.97142 0.44268
40 H 0.17829 -5.39138 -0.44586
41 H 0.97962 -3.07345 -0.35241
42 C 3.72249 -1.69927 -3.63578
43 C 2.29526 -1.54299 -3.23076
44 N 1.98139 -0.89883 -2.15468
45 O 2.95894 -0.22617 -1.50389
46 C 1.18921 -1.97420 -4.05505
47 C 1.31726 -2.80781 -5.28704
48 N 0.02305 -1.48022 -3.68640
49 O -1.04915 -1.71673 -4.29563
50 H 4.35147 -1.81491 -2.75696
51 H 4.05237 -0.80035 -4.16170
52 H 3.84905 -2.55283 -4.29650
53 H 2.49558 0.68357 -1.29963
54 H 2.21128 -2.55240 -5.85484
55 H 0.44205 -2.64163 -5.91107
56 H 1.35705 -3.87435 -5.05012
57 Cl 0.42450 8.48395 -0.65466
58 C 0.64219 6.75861 -0.55889
59 C 1.17551 6.08081 -1.64270
60 C 1.34841 4.70779 -1.55716
61 C 0.98505 4.01987 -0.40592
62 C 0.44790 4.71943 0.66730
63 C 0.27712 6.09281 0.60019
64 C 1.16158 2.52050 -0.32494
65 O 0.70594 1.94113 0.68179
66 O 1.75216 1.96790 -1.29616
67 H 1.45064 6.62480 -2.53582
68 H 1.77014 4.15032 -2.38216
69 H 0.16322 4.16703 1.55294
70 H -0.13493 6.64743 1.43199

Output
**Frontier orbital gap**: 7.66 eV
**Net charge**: 0
**LUMO energy**: -0.3 eV

These are the natural (NBO) partial charges, in e, on atoms 1 to 6: 0.53, 0.47, -0.17, -0.24, -0.21, -0.15

<ii>
Density functional theory data (wB97M-V/def2-TZVPD) for a structure of composition C33H27ClIN2O4PPt.

CARTESIAN COORDINATES (ANGSTROEM)
1 Pt -0.54635 -1.44645 0.86676
2 I -1.50124 1.11457 -2.20093
3 C 0.39179 0.23294 -2.11288
4 C 0.58385 -0.77117 -3.02627
5 C 1.85629 -1.32186 -3.25149
6 C 2.93324 -0.78161 -2.61677
7 C 2.76562 0.25531 -1.67119
8 C 3.92174 0.83673 -1.09155
9 C 3.82277 1.83305 -0.17375
10 C 2.54550 2.17921 0.30655
11 C 1.39242 1.63275 -0.20308
12 P -0.04591 1.80238 0.88478
13 C -1.07284 3.21185 0.47601
14 C -2.43510 3.12810 0.75421
15 C -3.25361 4.21293 0.48198
16 C -2.71477 5.37227 -0.06139
17 C -1.35617 5.45309 -0.33479
18 C -0.53090 4.37164 -0.06593
19 C 0.61549 2.13085 2.53074
20 C 1.41875 1.14814 3.11695
21 C 1.88863 1.32672 4.40587
22 C 1.56614 2.47918 5.11409
23 C 0.77014 3.45340 4.53421
24 C 0.29097 3.28124 3.24126
25 C 1.46974 0.72539 -1.32019
26 H -0.25575 -1.11843 -3.61288
27 H 1.97437 -2.12136 -3.97107
28 H 3.93756 -1.12760 -2.82862
29 H 4.89063 0.47244 -1.41225
30 H 4.70288 2.29916 0.24740
31 H 2.48965 2.84660 1.15682
32 H -2.84852 2.20836 1.15065
33 H -4.31436 4.14811 0.68497
34 H -3.35776 6.21546 -0.27833
35 H -0.94064 6.35440 -0.76579
36 H 0.52678 4.42436 -0.29763
37 H 1.67637 0.25994 2.54796
38 H 2.50880 0.56597 4.86205
39 H 1.93604 2.61410 6.12243
40 H 0.51527 4.34840 5.08628
41 H -0.33591 4.04176 2.79536
42 C 1.44082 -5.16903 0.78745
43 C 1.02755 -3.73974 0.81946
44 N -0.19393 -3.34875 0.80238
45 O -1.21162 -4.25522 0.75573
46 C 1.93814 -2.56217 0.92018
47 C 3.42450 -2.79020 0.94044
48 N 1.42202 -1.39828 0.99064
49 O -0.90815 0.56236 0.91960
50 H 0.62407 -5.80526 0.45740
51 H 1.74759 -5.49072 1.78556
52 H 2.29571 -5.29658 0.12420
53 H -2.00168 -3.66973 0.74264
54 H 3.72207 -3.45689 1.75363
55 H 3.92041 -1.82963 1.06630
56 H 3.76699 -3.24165 0.00539
57 Cl -3.46729 -3.31767 -5.78007
58 C -3.47378 -2.78106 -4.12406
59 C -4.62460 -2.22278 -3.59152
60 C -4.61589 -1.79700 -2.27424
61 C -3.47743 -1.92436 -1.48299
62 C -2.33797 -2.48778 -2.04283
63 C -2.32755 -2.91789 -3.36233
64 C -3.55502 -1.41794 -0.05083
65 O -4.53939 -0.78749 0.28215
66 O -2.59715 -1.74013 0.77567
67 H -5.50989 -2.12393 -4.20445
68 H -5.49382 -1.34617 -1.83148
69 H -1.43537 -2.57696 -1.45723
70 H -1.44098 -3.35964 -3.79730

Output
**Frontier orbital gap**: 7.99 eV
**Net charge**: 0
**LUMO energy**: -0.2 eV

These are the natural (NBO) partial charges, in e, on atoms 1 to 6: 0.89, 0.21, -0.16, -0.24, -0.20, -0.19

Tell me which of them is the most stable. Sure, it is <ii>.

<i>
Density functional theory data (wB97M-V/def2-TZVPD) for a cluster of 5 separate species, C2H13NO3S2 in total.

CARTESIAN COORDINATES (ANGSTROEM)
1 N 0.18668 2.15565 -1.89594
2 C 0.91348 1.12232 -1.22636
3 C 0.76764 1.23678 0.28445
4 S 1.15818 -0.19588 1.19394
5 S -1.73168 -0.56759 -1.32968
6 H 0.58497 3.03021 -2.16826
7 H -0.77610 1.95369 -2.06302
8 H 1.95340 1.10739 -1.57581
9 H 0.60490 0.13077 -1.55864
10 H -0.27748 1.56017 0.39690
11 H 1.35187 2.06391 0.72284
12 H -2.22267 -1.79621 -1.60304
13 H 4.04545 -1.53652 -0.26080
14 H 2.86216 -0.56938 -0.08071
15 O 3.71786 -0.66890 -0.53389
16 H -2.83608 -0.14948 2.20684
17 H -2.70352 0.15852 0.71151
18 O -3.09549 0.50004 1.52424
19 H -0.98759 -2.04600 0.92617
20 H -0.33350 -1.85238 2.22311
21 O -1.01361 -2.38437 1.82726

Output
**Frontier orbital gap**: 4.55 eV
**Net charge**: 0
**LUMO energy**: -4.9 eV

These are the natural (NBO) partial charges, in e, on atoms 1 to 6: -0.80, -0.26, -0.65, 0.19, -0.38, 0.40

<ii>
Density functional theory data (wB97M-V/def2-TZVPD) for a cluster of 5 separate species, C2H13NO3S2 in total.

CARTESIAN COORDINATES (ANGSTROEM)
1 N 0.06904 2.01703 -1.12274
2 C 0.76126 0.81110 -0.71676
3 C 0.41997 0.30328 0.68173
4 S 1.34093 -1.05391 1.17345
5 S -2.48631 0.00904 -0.96164
6 H -0.91974 1.80567 -1.10450
7 H 0.36648 2.25922 -2.05815
8 H 1.83843 0.98443 -0.65944
9 H 0.56150 -0.04303 -1.39072
10 H -0.67653 0.06867 0.56881
11 H 0.43922 1.09274 1.45298
12 H -3.29596 -0.87421 -1.60280
13 H 4.58647 -0.16343 -0.67289
14 H 3.27660 -0.75793 -0.15389
15 O 3.72334 -0.46733 -0.96308
16 H -3.09442 0.39855 2.66969
17 H -2.31397 0.54630 1.31746
18 O -2.22406 0.40387 2.27085
19 H -1.13731 -2.15892 -0.20971
20 H -0.19724 -2.42472 0.93173
21 O -1.03769 -2.75644 0.54959

Output
**Frontier orbital gap**: 4.11 eV
**Net charge**: 0
**LUMO energy**: -5.0 eV

These are the natural (NBO) partial charges, in e, on atoms 1 to 6: -0.80, -0.23, -0.66, 0.23, -0.43, 0.37

Tell me which of them is the most stable. Sure, it is <i>.